Entry 1:
{"formula": "C14H43NO7", "method": "the ωB97M-V functional and the def2-TZVPD basis", "total_charge": 0, "energy_ha": -1140.53298, "relative_energy_kj_mol": 140.4, "orbital_gap_ev": 10.24, "e_homo_ev": -9.76, "e_lumo_ev": 0.479, "smiles": "COC[C@H](C)N.CC(C)O.CC(C)O.CO.CO.CO.CO", "symbols": ["C", "O", "C", "C", "C", "N", "H", "H", "H", "H", "H", "H", "H", "H", "H", "H", "H", "C", "C", "C", "O", "H", "H", "H", "H", "H", "H", "H", "H", "C", "C", "C", "O", "H", "H", "H", "H", "H", "H", "H", "H", "C", "O", "H", "H", "H", "H", "C", "O", "H", "H", "H", "H", "C", "O", "H", "H", "H", "H", "C", "O", "H", "H", "H", "H"], "positions_angstrom": [[0.29180, 0.69855, 4.81839], [-0.54896, 0.78539, 3.68722], [-1.79133, 0.14849, 3.80165], [-2.64195, 0.44240, 2.57991], [-2.80388, 1.94862, 2.37768], [-3.96559, -0.17704, 2.67071], [-0.00353, 1.44168, 5.57176], [1.28891, 0.98405, 4.48738], [0.28750, -0.29538, 5.26962], [-1.65353, -0.94464, 3.89155], [-2.32587, 0.44489, 4.71853], [-2.16058, 0.04817, 1.67813], [-1.83491, 2.43621, 2.34083], [-3.41160, 2.36412, 3.19102], [-3.36876, 2.17138, 1.47055], [-3.91120, -1.12098, 3.03815], [-4.56052, 0.34292, 3.30650], [0.98904, -0.31741, -0.16831], [1.18330, 1.11047, 0.29377], [-0.00611, 1.99169, -0.06630], [1.48805, 1.15791, 1.68696], [1.89914, -0.90886, -0.07309], [0.67557, -0.33682, -1.21663], [0.18686, -0.78799, 0.40695], [2.05755, 1.54904, -0.19562], [-0.97306, 1.52538, 0.14555], [0.00582, 2.17242, -1.14375], [0.08380, 2.92833, 0.48271], [0.67683, 0.93570, 2.16568], [0.99799, -3.73246, -1.35954], [1.35042, -3.01653, -2.66014], [2.30461, -3.82293, -3.52541], [0.10694, -2.75718, -3.37246], [1.81494, -3.81289, -0.65258], [0.65886, -4.71439, -1.70078], [0.13936, -3.19876, -0.95037], [1.72856, -2.00504, -2.47133], [3.32242, -3.82571, -3.12403], [2.37327, -3.41507, -4.53594], [1.99958, -4.86907, -3.58793], [0.33504, -2.19705, -4.12137], [-2.43629, -1.31153, -1.20098], [-3.05022, -1.30900, -2.47736], [-2.74823, -2.18972, -0.61868], [-1.35037, -1.39965, -1.28915], [-2.69975, -0.42414, -0.63024], [-2.78350, -2.12205, -2.91646], [4.20454, -0.06378, 3.62845], [5.26943, -1.03077, 3.63964], [4.61062, 0.93605, 3.50222], [3.53883, -0.33533, 2.81259], [3.58711, -0.12767, 4.53114], [6.03741, -0.63968, 4.06162], [1.57659, 2.27716, -3.85315], [2.66319, 2.12481, -4.74856], [1.75773, 2.91552, -2.98630], [0.72012, 2.64300, -4.41579], [1.26389, 1.28790, -3.48119], [3.47170, 1.99908, -4.24565], [-2.52169, 2.90039, -3.12106], [-3.38715, 1.79851, -3.30988], [-2.89498, 3.70735, -3.75118], [-2.50927, 3.22104, -2.07607], [-1.50353, 2.69187, -3.47202], [-3.10094, 1.07904, -2.73756]], "atomic_forces_ev_per_a": [[0.0, 0.6, 0.2], [0.3, 0.0, -0.3], [-0.2, -0.7, 0.3], [-0.4, 0.5, -0.2], [-0.5, -0.2, 0.1], [0.1, 0.0, 0.1], [-0.1, -0.2, 0.0], [0.1, -0.2, 0.0], [0.1, -0.1, -0.1], [0.1, 0.1, 0.0], [0.1, 0.3, -0.1], [0.2, -0.2, 0.2], [0.0, 0.1, 0.1], [0.3, 0.0, 0.1], [0.2, -0.1, -0.1], [0.0, 0.0, -0.1], [0.0, 0.1, 0.0], [-0.1, -0.1, -0.3], [0.1, 0.2, 0.1], [0.1, -0.1, -0.1], [-0.1, 0.0, -0.2], [0.0, 0.0, 0.1], [0.1, 0.0, 0.0], [0.1, 0.0, 0.1], [0.1, -0.1, 0.0], [0.1, 0.0, 0.2], [0.0, 0.2, 0.0], [-0.1, 0.1, -0.2], [-0.1, 0.0, 0.2], [-0.8, 0.3, -1.3], [-0.1, 0.6, -0.3], [0.3, 0.0, 0.0], [0.2, -0.5, 0.4], [0.1, 0.0, 0.0], [0.0, -0.1, 0.5], [0.1, -0.1, 0.4], [0.5, -0.3, 0.2], [-0.1, 0.1, 0.1], [-0.1, 0.0, 0.0], [-0.2, 0.1, -0.1], [-0.1, -0.1, 0.0], [0.3, -1.0, 0.2], [-0.1, 0.3, 0.2], [-0.2, 0.2, 0.1], [0.0, 0.3, 0.0], [-0.1, 0.2, -0.2], [0.1, 0.1, -0.1], [0.2, -0.7, 0.0], [-0.3, 0.2, 0.0], [-0.2, 0.2, -0.1], [0.1, 0.3, -0.2], [0.3, 0.1, 0.2], [0.0, 0.0, 0.1], [-0.5, -0.9, 0.0], [0.1, 0.4, 0.1], [0.2, 0.2, -0.2], [0.1, 0.3, -0.1], [0.1, 0.1, 0.1], [0.0, 0.0, 0.0], [-0.1, 0.0, -0.3], [0.1, 0.0, 0.1], [-0.1, 0.1, 0.2], [0.1, 0.1, 0.0], [0.0, -0.1, 0.2], [-0.1, -0.2, -0.2]]}

Entry 2:
{"formula": "C4H8N2S", "method": "the ωB97M-V functional and the def2-TZVPD basis", "total_charge": 0, "energy_ha": -664.67805, "relative_energy_kj_mol": 668.8, "orbital_gap_ev": 9.65, "e_homo_ev": -9.23, "e_lumo_ev": 0.419, "symbols": ["C", "C", "C", "C", "H", "H", "H", "H", "H", "H", "H", "H", "N", "N", "S"], "positions_angstrom": [[0.08418, -0.99255, 1.24527], [-0.48224, -0.39774, 0.07807], [-0.80769, 1.21063, 0.51967], [0.20865, 1.29759, -1.50485], [-0.49622, -0.18349, 2.37172], [-0.26613, -2.15878, 1.13873], [1.65690, -0.97574, 1.17396], [-1.59950, -0.90485, -0.05825], [-0.21388, 1.50336, 1.40179], [-1.83826, 1.22050, 0.71062], [0.63628, 1.71045, -2.53401], [2.29303, -1.61554, -0.90839], [-0.38253, 2.02376, -0.70180], [0.07257, -0.20044, -1.22635], [1.13484, -1.53717, -1.70619]], "atomic_forces_ev_per_a": [[2.7, -2.4, 3.1], [-5.3, 4.2, -0.6], [2.2, -1.5, -2.8], [0.7, -2.1, -2.4], [2.1, -3.2, -3.1], [1.4, 2.7, 1.5], [-4.7, 0.2, 0.6], [2.6, 1.1, 0.2], [-0.2, 0.0, -0.5], [-1.4, 0.7, 0.2], [-0.7, -1.4, 2.3], [-1.2, 0.7, -0.4], [-0.9, 0.3, 2.5], [2.7, -0.1, -0.4], [-0.1, 0.9, -0.2]]}